{
  "formula": "CH2BNO3",
  "method": "the ωB97M-V functional and the def2-TZVPD basis",
  "homo_ha": -0.376,
  "smiles": "N#CO.O=BO",
  "energy_ha": -344.68375,
  "orbital_gap_ev": 9.49,
  "relative_energy_kj_mol": 135.3,
  "e_lumo_ev": -0.8,
  "max_force_ha_per_bohr": 0.10336,
  "elements": ["O", "O", "O", "N", "C", "B", "H", "H"],
  "xyz": [[2.36124, 0.06017, 0.17088], [-0.08699, 0.27706, 0.03124], [-2.47247, -0.90258, -0.20497], [-4.61500, 0.23982, 0.10202], [-3.59257, -0.27606, -0.04099], [1.12590, 0.27992, 0.00790], [3.11204, 0.75331, 0.32598], [-1.53933, -0.51839, -0.14993]]
}